144
Properties=species:S:1:pos:R:3:mulliken_charge:R:1 method="wB97M-V/def2-TZVPD" e_homo_ev="-5.4 / -5.6" e_above_lowest_kj_mol=0.0 spin_multiplicity=4 largest_force_ha_per_bohr=0.070 charge=-1
Cr -0.209 1.845 -1.393 -1.9016
Cs -1.718 -2.684 -2.598 1.2260
P 0.084 -0.384 -0.842 1.6465
O 0.158 -1.874 -0.577 -0.8434
O -0.994 0.581 -0.157 -0.2813
O -0.457 0.080 -2.243 -0.4266
O 1.217 0.721 -0.756 0.2003
S -1.067 3.340 -3.469 1.7551
O 0.265 2.776 -3.076 -0.4880
O -1.692 2.884 -2.198 -0.4567
O -0.987 4.780 -3.618 -0.7712
O -1.633 2.769 -4.676 -0.7903
C 0.080 4.033 2.425 -1.7177
C -0.193 3.086 1.244 -0.2509
N 0.234 3.551 -0.082 1.8451
C 1.711 3.692 -0.087 -0.4639
C 2.420 3.842 -1.436 -1.3430
C -0.347 4.863 -0.493 -1.2307
C -1.861 4.936 -0.212 -1.3858
H -0.372 3.610 3.322 0.4512
H -0.358 5.015 2.234 0.3291
H 1.139 4.201 2.606 0.2436
H 0.238 2.101 1.427 0.4753
H -1.251 2.831 1.217 0.0703
H 1.989 4.550 0.541 0.5331
H 2.121 2.812 0.405 0.0586
H 2.582 2.877 -1.903 -0.1299
H 1.844 4.524 -2.058 0.4204
H 3.382 4.319 -1.234 0.5304
H -0.189 5.052 -1.550 0.4659
H 0.149 5.619 0.126 0.5913
H -2.337 5.470 -1.039 0.6625
H -2.109 5.510 0.684 0.3161
H -2.368 3.977 -0.191 -0.2859
C 7.545 0.907 2.084 -1.6097
C 6.319 0.774 1.179 -0.1670
N 5.050 0.855 1.895 0.0931
C 3.979 0.577 0.923 0.4363
C 3.767 -0.912 0.715 -1.2447
C 4.883 2.173 2.502 -0.1909
C 3.704 2.159 3.461 -1.0552
H 7.424 0.338 3.004 0.3401
H 7.814 1.936 2.341 0.3683
H 8.438 0.559 1.558 0.4791
H 6.345 1.450 0.309 0.3767
H 6.451 -0.219 0.739 0.2053
H 4.166 1.108 -0.022 0.3449
H 3.032 0.968 1.283 -0.6145
H 2.985 -1.085 -0.028 -0.2907
H 3.496 -1.401 1.651 0.4602
H 4.670 -1.402 0.342 0.4863
H 5.813 2.380 3.040 0.4567
H 4.867 3.011 1.782 0.2269
H 3.672 2.994 4.164 0.4293
H 2.755 2.216 2.931 -0.0208
H 3.725 1.224 4.020 0.3355
C 2.908 -2.225 -2.916 -0.9700
C 3.801 -0.997 -2.844 0.3172
N 4.343 -0.554 -4.113 0.1141
C 3.315 -0.116 -5.077 -1.1117
C 2.451 1.057 -4.623 -0.3271
C 5.362 0.473 -3.940 -0.0933
C 6.607 -0.033 -3.213 -1.2082
H 2.767 -2.577 -1.896 -0.2059
H 3.399 -2.986 -3.528 0.4910
H 1.929 -1.985 -3.334 0.1862
H 3.296 -0.224 -2.245 -0.3382
H 4.643 -1.280 -2.203 0.3782
H 3.833 0.131 -6.008 0.4778
H 2.683 -0.972 -5.319 0.3384
H 1.538 1.123 -5.215 0.4604
H 2.057 0.879 -3.620 -0.1978
H 2.950 2.024 -4.599 0.3149
H 4.970 1.365 -3.429 0.0857
H 5.643 0.813 -4.940 0.4742
H 6.460 -0.090 -2.134 0.0331
H 7.436 0.663 -3.363 0.4525
H 6.887 -1.000 -3.631 0.3344
C -3.011 -3.337 2.359 -1.2765
C -2.711 -3.079 0.904 -0.0118
N -3.891 -3.152 -0.024 0.4381
C -4.821 -2.078 0.304 -0.3966
C -5.862 -1.876 -0.807 -1.1511
C -4.533 -4.467 0.067 -0.5190
C -3.632 -5.624 -0.394 -0.8270
H -2.126 -3.235 2.989 0.3509
H -3.375 -4.352 2.544 0.2905
H -3.742 -2.637 2.765 0.3380
H -2.257 -2.090 0.798 -0.2751
H -1.952 -3.745 0.493 0.3613
H -5.316 -2.265 1.263 0.2256
H -4.318 -1.111 0.329 0.3160
H -6.673 -2.605 -0.826 0.4312
H -6.338 -0.895 -0.739 0.1933
H -5.350 -1.848 -1.772 0.2649
H -5.386 -4.403 -0.612 0.4745
H -4.900 -4.733 1.066 0.3223
H -3.225 -5.349 -1.368 0.1516
H -4.212 -6.532 -0.547 0.4556
H -2.837 -5.777 0.333 -0.1129
C -0.779 -6.569 2.618 -1.1358
C 0.041 -5.530 3.367 -0.0875
N 1.314 -5.210 2.763 0.2142
C 2.161 -4.492 3.723 0.0079
C 2.905 -5.455 4.635 -1.4056
C 1.105 -4.416 1.548 0.0249
C 2.339 -4.257 0.680 -1.2409
H -0.173 -7.478 2.587 0.3962
H -1.006 -6.301 1.586 -0.0287
H -1.722 -6.823 3.103 0.3907
H -0.536 -4.621 3.620 0.1570
H 0.188 -5.955 4.368 0.3646
H 2.887 -3.851 3.222 0.0978
H 1.545 -3.781 4.296 0.3061
H 3.651 -4.869 5.179 0.4461
H 2.228 -5.988 5.299 0.3068
H 3.489 -6.168 4.053 0.3041
H 0.719 -3.407 1.754 0.1877
H 0.375 -4.929 0.922 -0.0412
H 2.065 -3.866 -0.295 0.1598
H 2.802 -5.233 0.491 0.3427
H 3.127 -3.653 1.131 0.1893
C -4.502 1.804 0.369 -0.8024
C -5.554 2.216 -0.665 0.0618
N -6.621 2.985 -0.033 0.0095
C -7.723 3.359 -0.933 -0.4167
C -8.475 2.116 -1.422 -1.3311
C -6.162 4.159 0.716 -0.8710
C -5.388 5.188 -0.118 -0.6034
H -3.785 1.097 -0.046 -0.2135
H -5.006 1.306 1.201 0.5396
H -3.915 2.651 0.719 0.1900
H -5.048 2.702 -1.509 0.2891
H -6.013 1.295 -1.025 -0.0103
H -8.431 3.963 -0.372 0.3968
H -7.272 3.857 -1.798 0.2978
H -8.762 1.431 -0.618 0.3444
H -9.336 2.409 -2.022 0.4194
H -7.839 1.436 -1.997 0.2834
H -5.567 3.895 1.595 0.3696
H -7.068 4.517 1.219 0.4618
H -4.459 4.708 -0.438 -0.0571
H -5.078 6.086 0.416 0.4086
H -5.900 5.462 -1.039 0.3286